Entry 1:
97
Properties=species:S:1:pos:R:3:forces:R:3 method="wB97M-V/def2-TZVPD" total_charge=+2 fmax_ev_per_a=0.99 lumo_energy_ev="-6.82 / -7.36" homo_lumo_gap_ha="0.227 / 0.211"
Sn -0.5789 -1.9045 0.8299 0.2 -0.5 0.7
C 3.2268 -2.3748 2.3565 0.0 0.0 0.0
O 2.0660 -3.0786 1.9502 0.1 0.0 0.0
C 2.3079 -4.4685 1.8539 0.1 0.0 0.0
C 1.0101 -5.1935 1.5965 -0.1 -0.1 0.1
O 0.2917 -4.7453 0.4536 -0.2 0.0 -0.1
C 0.8441 -5.0516 -0.8094 0.1 0.1 0.0
C 1.6858 -3.9191 -1.3511 0.1 -0.1 -0.1
O 0.9391 -2.7032 -1.3225 -0.2 0.1 -0.2
C 1.6132 -1.6848 -2.0546 0.0 0.1 0.1
H 3.5662 -2.7106 3.3403 0.0 0.0 0.0
H 4.0418 -2.5077 1.6367 0.0 0.0 0.0
H 2.9652 -1.3197 2.4113 0.0 0.0 0.0
H 3.0497 -4.6637 1.0678 0.0 -0.1 0.1
H 2.7202 -4.8542 2.7947 0.0 0.0 0.0
H 1.2164 -6.2669 1.5163 0.0 0.0 0.0
H 0.3293 -5.0401 2.4353 0.0 0.0 0.0
H 1.4463 -5.9647 -0.7717 0.0 0.0 0.0
H 0.0049 -5.2287 -1.4888 0.0 0.0 0.0
H 2.6088 -3.7825 -0.7817 0.0 0.0 0.0
H 1.9544 -4.1545 -2.3871 0.0 0.0 0.0
H 1.6957 -1.9582 -3.1093 0.0 0.0 0.0
H 1.0300 -0.7714 -1.9542 0.1 -0.1 0.0
H 2.6160 -1.5191 -1.6490 0.0 0.0 0.0
N -2.2595 -2.7153 -0.7247 0.0 0.3 -0.3
C -3.7032 -2.3495 -0.7639 0.0 0.0 0.0
C -3.9608 -0.8428 -0.8634 0.0 -0.1 0.0
C -4.3841 -0.1437 0.4289 0.0 0.0 0.1
C -3.2614 0.2680 1.3629 0.0 0.0 0.0
N -2.5770 -0.9090 1.9586 0.0 0.1 -0.2
H -1.8549 -2.5446 -1.6449 0.0 0.0 0.0
H -2.1934 -3.7245 -0.5927 0.1 0.0 0.1
H -4.1701 -2.7694 0.1296 0.0 0.0 0.0
H -4.1632 -2.8502 -1.6173 0.0 -0.1 0.0
H -4.7586 -0.6980 -1.5920 0.0 0.0 0.0
H -3.0799 -0.3457 -1.2808 0.0 0.0 0.0
H -5.0851 -0.7862 0.9691 -0.1 0.0 0.1
H -4.9441 0.7587 0.1785 0.0 0.0 0.0
H -3.6663 0.9117 2.1465 0.0 0.0 0.0
H -2.5138 0.8427 0.8126 0.0 0.1 0.0
H -3.2589 -1.6436 2.1471 0.0 0.0 0.0
H -2.2040 -0.6745 2.8754 0.0 0.0 0.0
N -0.0101 0.0723 0.1882 -0.6 -0.3 -0.2
P 0.1616 1.5800 -0.1996 0.5 0.9 0.1
N 1.8192 1.7875 -0.3009 -0.1 -0.4 -0.1
C 2.4819 1.9912 -1.6098 -0.1 0.0 0.0
C 4.0001 2.0246 -1.4731 0.0 0.0 0.0
C 4.3778 2.8519 -0.2523 0.0 0.0 0.0
C 3.8980 2.1470 1.0223 0.0 0.0 0.0
C 2.7050 1.2300 0.7404 0.0 0.1 0.0
N -0.4768 2.0637 -1.6294 0.0 -0.1 -0.1
C -0.4064 3.4346 -2.1870 0.0 0.0 0.0
C -0.0067 3.4317 -3.6573 0.0 0.0 0.0
C -1.0083 2.6302 -4.5110 0.0 0.0 0.0
C -1.7931 1.6371 -3.6499 0.0 0.0 0.0
C -0.8839 1.0219 -2.6007 0.0 0.0 0.0
N -0.4908 2.4924 1.0013 0.0 -0.2 0.0
C -1.2916 3.7157 0.8656 -0.1 0.0 0.0
C -0.5084 4.9207 1.3767 0.0 0.0 0.0
C -0.1134 4.7055 2.8360 0.0 0.0 0.0
C 0.6340 3.3842 3.0047 0.0 0.0 0.0
C -0.1739 2.2326 2.4158 0.0 0.1 0.0
H 2.1526 2.9490 -2.0091 0.0 0.0 0.0
H 2.1680 1.2127 -2.3131 0.0 0.0 0.0
H 4.4075 2.4595 -2.3857 0.0 0.0 0.0
H 4.4116 1.0152 -1.3954 0.0 0.0 0.0
H 3.9059 3.8347 -0.3377 0.0 0.0 0.0
H 5.4521 3.0227 -0.2120 0.0 0.0 0.0
H 3.6432 2.8810 1.7869 0.0 0.0 0.0
H 4.6948 1.5264 1.4363 0.0 0.0 0.0
H 2.1266 1.0564 1.6438 0.0 0.0 0.0
H 3.0551 0.2512 0.4006 0.0 0.0 0.0
H 0.2881 4.0304 -1.5916 0.0 0.0 0.0
H -1.3867 3.9111 -2.1038 0.0 0.0 0.0
H 0.9957 3.0189 -3.7725 0.0 0.0 0.0
H 0.0451 4.4683 -3.9905 0.0 0.0 0.0
H -0.4622 2.0800 -5.2786 0.0 0.0 0.0
H -1.6955 3.2947 -5.0335 0.0 0.0 0.0
H -2.2202 0.8490 -4.2709 0.0 0.0 0.0
H -2.6284 2.1299 -3.1451 0.0 0.0 0.0
H -0.0075 0.5785 -3.0908 0.0 0.1 0.0
H -1.3876 0.2246 -2.0588 0.0 0.0 0.0
H -2.1885 3.5810 1.4815 0.0 0.0 0.0
H -1.6228 3.8376 -0.1577 0.0 0.0 0.0
H -1.1167 5.8195 1.2679 0.0 0.0 0.0
H 0.3874 5.0499 0.7606 0.0 0.0 0.0
H -1.0186 4.6888 3.4513 0.0 0.0 0.0
H 0.4963 5.5345 3.1942 0.0 0.0 0.0
H 0.8393 3.1849 4.0576 0.0 0.0 0.0
H 1.5946 3.4385 2.4845 0.0 0.0 0.0
H -1.1295 2.1498 2.9487 0.0 0.0 0.0
H 0.3363 1.2763 2.5094 0.0 0.0 0.0
Se -5.9033 -3.8584 3.1948 0.3 -0.3 0.0
Sb -3.8909 -5.0224 3.5225 0.0 0.4 -0.3
Se -3.6104 -7.3225 2.2756 -0.3 0.1 0.6
Se -1.8692 -4.0004 4.1783 -0.2 -0.2 -0.1
Se -2.3889 -6.4241 0.6790 0.3 0.2 -0.4

Entry 2:
16
Properties=species:S:1:pos:R:3:forces:R:3 method="wB97M-V/def2-TZVPD" fmax_ev_per_a=5.41 lumo_energy_ev=0.94 homo_lumo_gap_ha=0.363
H -1.6482 -1.4812 -0.0464 0.5 -0.8 0.3
N -2.4455 -0.8840 -0.0723 -2.1 -2.6 -0.2
C -2.1121 0.3006 -0.0380 -1.9 3.0 -0.9
N -0.8550 0.7143 0.0970 2.3 4.9 -0.5
C 0.2630 -0.2248 0.1619 1.3 2.2 2.0
C 1.6067 0.5850 -0.0892 0.2 -0.5 0.0
C 2.7907 -0.4684 -0.0570 -0.5 1.2 -0.1
H -2.9367 1.1038 -0.2299 1.7 -1.1 0.7
H -0.6491 1.8341 -0.0471 -0.6 -4.2 0.5
H 0.2660 -0.9244 -0.6450 -0.5 -0.9 -0.3
H 0.2660 -0.7073 1.2379 0.2 0.5 -2.2
H 1.7368 1.3916 0.7329 0.0 -1.3 -1.4
H 1.5747 1.0632 -1.1038 -0.2 -0.2 1.0
H 2.8052 -1.3029 -0.7719 -0.5 0.6 -0.2
H 3.7966 -0.0409 -0.0488 -0.3 0.2 0.0
H 2.6019 -0.9019 0.8823 0.4 -1.0 1.4

Entry 3:
18
Properties=species:S:1:pos:R:3:forces:R:3 method="wB97M-V/def2-TZVPD" smiles="O=c1cc[nH]c(=O)[nH]1.C=C" fmax_ev_per_a=6.78 lumo_energy_ev=0.23 homo_lumo_gap_ha=0.362
O -3.5983 -1.4599 0.6946 1.4 2.1 -1.1
C -2.7398 -0.6606 0.2233 -3.3 -5.1 1.8
C -2.8414 0.7366 0.2225 -1.6 0.4 0.4
C -1.8307 1.4764 -0.0833 0.6 5.5 -1.2
N -0.6227 0.9781 -0.3124 3.7 0.6 0.2
C -0.4893 -0.3596 -0.4749 1.7 -4.1 -5.1
O 0.5242 -0.7798 -1.0836 -2.2 0.4 2.0
N -1.6627 -1.2114 -0.4098 2.1 -0.5 -0.3
H -3.7434 1.2520 0.3657 -1.3 0.0 0.3
H -1.9627 2.6133 -0.3339 0.4 -2.2 1.0
H 0.3275 1.5137 -0.4639 -3.0 -1.3 0.3
H -1.7148 -2.3250 -0.7129 0.7 4.2 1.4
C 3.8052 -0.2832 0.8290 4.4 0.0 3.8
C 2.9179 -0.4139 -0.0658 -1.6 -0.2 -4.0
H 3.7072 0.3681 1.7276 -0.3 -0.3 -0.9
H 4.7965 -0.7595 0.8584 -0.5 -0.3 -0.3
H 2.1604 0.3242 0.0851 -1.0 -0.3 -0.5
H 2.9671 -1.0094 -1.0657 -0.1 1.1 2.3

Entry 4:
15
Properties=species:S:1:pos:R:3:forces:R:3 method="wB97M-V/def2-TZVPD" fmax_ev_per_a=0.55 lumo_energy_ev=0.56 homo_lumo_gap_ha=0.366
H -0.6757 -0.4113 1.8543 0.1 0.2 0.0
N 0.1735 -0.1622 1.3455 -0.1 -0.2 -0.2
C -0.0094 -0.1752 0.0770 0.0 -0.4 0.1
N -1.1836 -0.3526 -0.5928 0.1 0.3 0.2
C -2.3450 -0.0173 0.1902 -0.3 0.1 0.2
C 1.2042 -0.0485 -0.7963 0.2 -0.3 -0.4
C 2.4744 0.2939 -0.0832 0.1 0.1 -0.1
O 1.1042 -0.2754 -1.9858 0.1 0.3 0.4
H -1.1579 -0.2145 -1.5958 0.0 0.0 0.3
H -3.1593 0.3840 -0.4063 0.0 -0.2 -0.2
H -2.0388 0.7633 0.9000 -0.4 -0.1 0.0
H -2.6982 -0.8794 0.7639 -0.1 0.1 -0.1
H 2.7768 -0.5547 0.5402 0.0 0.1 -0.1
H 3.2463 0.5261 -0.8140 0.0 0.0 0.1
H 2.2886 1.1238 0.6032 0.1 -0.1 -0.1

Entry 5:
15
Properties=species:S:1:pos:R:3:forces:R:3 method="wB97M-V/def2-TZVPD" spin_multiplicity=2 total_charge=+1 s_squared=0.762 fmax_ev_per_a=0.90 lumo_energy_ev="-3.57 / -8.96" homo_lumo_gap_ha="0.473 / 0.270"
C -0.6491 -1.0846 -0.1900 -0.7 0.1 -0.4
C -0.0194 -2.4587 0.0159 -0.5 0.0 0.8
C 0.3124 0.0423 -0.0474 0.3 -0.5 -0.2
N -0.2270 1.3743 -0.2218 0.0 0.4 0.4
C 0.5029 2.5337 0.2281 -0.6 -0.2 -0.6
O 1.4805 -0.0054 0.2000 0.1 0.2 0.1
H -1.1695 -1.0024 -1.1564 0.3 0.1 -0.1
H -1.4786 -0.8902 0.4996 0.1 0.0 0.3
H -0.1335 -3.0994 -0.8464 0.1 0.0 -0.2
H -0.5301 -2.9436 0.8512 0.1 -0.1 -0.1
H 1.0184 -2.3605 0.3042 0.2 -0.1 -0.2
H -1.1731 1.4669 -0.5997 0.1 0.1 -0.1
H 1.3557 2.6798 -0.4521 0.2 -0.1 0.2
H -0.1403 3.3991 0.1719 -0.1 0.2 0.0
H 0.8506 2.3488 1.2430 0.3 0.0 0.0

Entry 6:
11
Properties=species:S:1:pos:R:3:forces:R:3 method="wB97M-V/def2-TZVPD" fmax_ev_per_a=5.57 lumo_energy_ev=-1.38 homo_lumo_gap_ha=0.287
C -0.9106 3.6452 0.0165 1.4 -2.4 -1.0
C -0.3241 2.5889 -0.5257 -1.3 1.4 -0.1
C -0.2995 -0.1528 -0.5670 1.0 4.7 -2.7
C -0.0416 1.5196 -1.2791 -0.2 -2.1 2.7
C 0.2076 -0.1136 0.7898 0.6 -2.1 -1.3
N -0.8856 -0.8322 -1.4089 -0.8 -1.3 -0.1
H 0.4316 1.5292 -2.2530 -0.2 0.1 -0.2
H 0.2711 -1.0418 1.2694 -0.3 -1.6 0.7
H -0.4436 0.5009 1.2477 -2.0 2.3 2.2
H 1.1723 0.2741 0.8202 1.6 1.0 -0.1
H -1.1705 -1.7528 -1.0680 0.2 -0.1 0.0

Entry 7:
9
Properties=species:S:1:pos:R:3:forces:R:3 method="wB97M-V/def2-TZVPD" spin_multiplicity=3 s_squared=2.010 fmax_ev_per_a=3.60 lumo_energy_ev="0.55 / -0.67" homo_lumo_gap_ha="0.242 / 0.332"
C 0.0144 -0.9136 0.1797 2.0 -3.0 -0.3
C -0.4577 -2.1323 0.0165 -1.0 3.0 1.2
N -0.1362 0.3846 0.1407 -1.4 2.7 -1.7
O 0.3565 2.7432 -0.1178 2.5 0.2 -1.7
P 0.3906 1.6747 1.1335 0.3 0.1 0.3
H 0.2538 -2.8627 -0.0485 1.4 -2.2 -0.2
H -1.4653 -2.3476 0.2968 -1.0 -0.4 -0.5
H -0.1168 0.7922 -0.8196 -0.6 -0.8 0.8
H 1.1607 2.6614 -0.7813 -2.3 0.3 2.0

Entry 8:
19
Properties=species:S:1:pos:R:3:forces:R:3 method="wB97M-V/def2-TZVPD" smiles="C/C=C1/N=CC[N@+]1(C)[O-]" fmax_ev_per_a=2.92 lumo_energy_ev=0.55 homo_lumo_gap_ha=0.327
C -1.2045 -1.9144 -0.9923 -0.2 0.1 -1.5
C 0.0972 -1.7551 -0.3117 -0.8 -2.4 0.5
C 0.5039 -0.7000 0.3290 1.1 2.5 -0.3
N 1.5859 -0.6126 1.1659 1.1 -0.1 1.7
C 1.6849 0.5265 1.7569 -1.2 -1.8 -2.0
C 0.7477 1.5346 1.2112 -1.6 -1.1 -0.5
N -0.0959 0.6748 0.2310 -2.0 0.0 1.5
C -0.3136 1.2541 -1.1238 -1.4 2.3 -0.6
O -1.4561 0.4610 0.8383 2.2 0.9 -0.8
H -1.5203 -2.9026 -0.6932 -0.6 -0.3 -0.3
H -1.0802 -1.8705 -2.0991 -0.1 -0.4 0.5
H -1.9738 -1.1878 -0.7540 0.2 0.1 0.4
H 0.5121 -2.7721 -0.0579 0.4 1.6 -0.3
H 2.4643 0.6837 2.4389 0.9 0.4 1.0
H 0.0069 1.9992 1.8586 0.2 -0.1 0.2
H 1.3173 2.2599 0.6982 0.4 1.0 -0.9
H -1.1543 2.1051 -1.0521 1.7 -2.3 0.1
H 0.5101 1.7733 -1.6777 0.1 -0.7 1.1
H -0.6317 0.4429 -1.7661 -0.4 0.1 0.0

Short version: energy above the lowest of the compared OMol25 structures with the same formula, charge and spin = 241.19; 157.41; 279.74; 119.63; 74.07; 624.41; 42.14; 470.19 kJ/mol, in the order given.